{
  "formula": "C68H160N14O20",
  "method": "the ωB97M-V functional and the def2-TZVPD basis",
  "max_force_ev_per_a": 6.88,
  "orbital_gap_ev": 8.1,
  "species": ["C", "C", "O", "O", "H", "H", "H", "H", "H", "H", "C", "C", "O", "O", "H", "H", "H", "H", "H", "H", "C", "C", "O", "O", "H", "H", "H", "H", "H", "H", "C", "C", "O", "O", "H", "H", "H", "H", "H", "H", "C", "C", "O", "O", "H", "H", "H", "H", "H", "H", "C", "O", "N", "N", "H", "H", "H", "H", "C", "O", "N", "N", "H", "H", "H", "H", "C", "O", "N", "N", "H", "H", "H", "H", "C", "O", "N", "N", "H", "H", "H", "H", "C", "C", "C", "C", "C", "C", "N", "O", "C", "C", "C", "H", "H", "H", "H", "H", "H", "H", "H", "H", "H", "H", "H", "H", "H", "H", "H", "H", "H", "H", "C", "C", "C", "C", "C", "C", "N", "O", "C", "C", "C", "H", "H", "H", "H", "H", "H", "H", "H", "H", "H", "H", "H", "H", "H", "H", "H", "H", "H", "H", "C", "C", "C", "C", "C", "C", "N", "O", "C", "C", "C", "H", "H", "H", "H", "H", "H", "H", "H", "H", "H", "H", "H", "H", "H", "H", "H", "H", "H", "H", "C", "C", "C", "C", "C", "C", "N", "O", "C", "C", "C", "H", "H", "H", "H", "H", "H", "H", "H", "H", "H", "H", "H", "H", "H", "H", "H", "H", "H", "H", "C", "C", "C", "C", "C", "C", "N", "O", "C", "C", "C", "H", "H", "H", "H", "H", "H", "H", "H", "H", "H", "H", "H", "H", "H", "H", "H", "H", "H", "H", "C", "C", "C", "C", "C", "C", "N", "O", "C", "C", "C", "H", "H", "H", "H", "H", "H", "H", "H", "H", "H", "H", "H", "H", "H", "H", "H", "H", "H", "H"],
  "positions_angstrom": [[-1.060, -0.060, 6.109], [-2.484, -0.270, 6.485], [-3.097, 0.878, 7.100], [-0.627, -0.918, 4.999], [-0.282, -0.009, 6.871], [-1.015, 0.942, 5.683], [-2.833, -1.223, 6.883], [-3.074, -0.358, 5.573], [-3.995, 0.683, 7.379], [0.280, -0.754, 4.733], [-6.389, 0.371, 0.696], [-7.907, 0.031, 0.798], [-8.552, 1.104, 0.238], [-5.994, 0.549, -0.645], [-5.906, -0.547, 1.032], [-5.986, 1.152, 1.341], [-8.157, -0.116, 1.849], [-8.288, -0.867, 0.310], [-8.196, 1.304, -0.631], [-5.261, -0.032, -0.860], [-6.053, -5.689, 0.835], [-5.201, -4.496, 0.528], [-5.655, -3.230, 1.051], [-6.147, -5.805, 2.289], [-5.612, -6.587, 0.403], [-7.105, -5.473, 0.649], [-5.155, -4.440, -0.559], [-4.211, -4.709, 0.931], [-5.450, -3.175, 1.987], [-6.570, -5.028, 2.662], [-4.983, -0.631, -3.641], [-5.531, 0.678, -4.229], [-6.331, 1.434, -3.338], [-5.910, -1.502, -3.087], [-4.219, -0.310, -2.932], [-4.454, -1.278, -4.341], [-6.048, 0.394, -5.145], [-4.691, 1.308, -4.524], [-7.148, 0.992, -3.095], [-6.362, -1.161, -2.312], [-3.886, 2.976, 4.401], [-4.614, 4.090, 5.173], [-4.224, 5.401, 4.806], [-4.084, 2.937, 3.022], [-4.205, 2.012, 4.797], [-2.837, 3.022, 4.692], [-4.465, 4.087, 6.252], [-5.694, 3.981, 5.079], [-4.674, 5.689, 4.008], [-3.452, 3.623, 2.793], [0.211, -4.176, 6.232], [0.610, -5.122, 6.872], [0.115, -4.057, 4.949], [-0.290, -3.148, 6.788], [-0.577, -3.460, 4.519], [0.546, -4.838, 4.476], [-0.458, -2.266, 6.325], [-0.178, -3.131, 7.791], [2.531, 0.039, 3.328], [1.907, -0.230, 4.363], [2.852, 1.254, 2.936], [2.848, -0.902, 2.509], [2.605, 2.023, 3.543], [3.250, 1.325, 2.010], [3.415, -0.697, 1.699], [2.705, -1.855, 2.812], [-3.974, -4.086, 4.205], [-4.640, -3.257, 3.671], [-2.903, -3.732, 4.779], [-4.210, -5.335, 4.214], [-2.649, -2.760, 4.676], [-2.220, -4.466, 4.907], [-5.091, -5.722, 3.908], [-3.480, -5.956, 4.532], [0.255, 3.326, 4.211], [0.882, 3.088, 5.214], [0.056, 2.562, 3.094], [-0.503, 4.412, 4.126], [-0.505, 2.915, 2.332], [0.524, 1.669, 3.038], [-0.482, 5.010, 4.940], [-1.049, 4.514, 3.282], [3.357, -2.046, -5.945], [2.148, -2.832, -5.353], [1.420, -3.473, -6.541], [0.355, -4.497, -6.119], [1.005, -5.533, -5.241], [1.618, -4.877, -3.954], [2.647, -3.795, -4.406], [3.354, -3.285, -3.387], [0.547, -4.400, -3.029], [2.447, -5.976, -3.219], [1.173, -1.744, -4.728], [2.974, -1.494, -6.803], [4.090, -2.778, -6.285], [3.893, -1.451, -5.206], [0.871, -2.622, -6.945], [2.119, -3.854, -7.285], [-0.029, -4.959, -7.029], [-0.506, -4.095, -5.585], [1.739, -6.001, -5.898], [0.187, -6.215, -5.009], [0.114, -5.295, -2.583], [0.971, -3.748, -2.265], [-0.192, -3.749, -3.495], [2.027, -6.982, -3.195], [3.452, -6.181, -3.587], [2.600, -5.620, -2.201], [0.139, -2.043, -4.558], [1.307, -0.691, -4.976], [1.431, -1.724, -3.669], [4.227, -3.677, -3.469], [7.556, 0.444, 0.206], [6.284, 1.140, 0.348], [6.333, 2.553, -0.393], [6.334, 2.499, -1.891], [5.227, 1.662, -2.420], [5.082, 0.258, -1.738], [5.172, 0.361, -0.247], [4.671, -0.655, 0.513], [3.593, -0.176, -2.118], [5.982, -0.837, -2.319], [5.970, 1.481, 1.808], [7.716, -0.487, 0.749], [8.284, 1.101, 0.683], [7.991, 0.317, -0.786], [5.570, 3.182, 0.066], [7.189, 3.152, -0.085], [7.211, 1.882, -2.087], [6.411, 3.408, -2.487], [5.162, 1.678, -3.508], [4.310, 2.214, -2.216], [2.862, 0.501, -1.675], [3.605, -0.273, -3.203], [3.418, -1.179, -1.729], [5.677, -1.095, -3.333], [7.048, -0.622, -2.386], [5.882, -1.777, -1.777], [5.069, 2.071, 1.981], [6.731, 2.193, 2.129], [5.906, 0.605, 2.454], [5.331, -1.352, 0.483], [1.851, 6.094, -1.087], [2.761, 5.762, 0.017], [4.124, 6.478, -0.419], [5.146, 6.623, 0.797], [4.394, 7.417, 1.827], [3.054, 6.849, 2.353], [2.145, 6.474, 1.231], [1.002, 5.919, 1.659], [3.317, 5.541, 3.236], [2.260, 8.011, 3.010], [2.977, 4.195, 0.214], [1.655, 7.158, -1.220], [0.857, 5.654, -1.006], [2.095, 5.744, -2.089], [4.599, 5.828, -1.154], [4.055, 7.434, -0.939], [6.069, 7.052, 0.406], [5.450, 5.657, 1.198], [4.332, 8.437, 1.448], [5.129, 7.382, 2.631], [3.997, 4.841, 2.750], [3.747, 5.766, 4.212], [2.378, 5.108, 3.580], [2.180, 8.901, 2.385], [1.228, 7.853, 3.325], [2.688, 8.265, 3.980], [3.650, 3.930, 1.029], [3.365, 3.664, -0.655], [2.011, 3.771, 0.486], [0.350, 6.460, 1.207], [-0.639, 2.153, -0.613], [-0.962, 0.664, -0.569], [0.378, -0.037, -0.154], [0.172, -1.416, 0.446], [-0.823, -1.317, 1.667], [-2.212, -0.718, 1.291], [-1.951, 0.494, 0.536], [-3.131, 1.129, 0.255], [-3.025, -1.791, 0.551], [-2.941, -0.336, 2.705], [-1.403, 0.028, -1.961], [0.186, 2.353, -1.297], [-0.311, 2.430, 0.389], [-1.412, 2.896, -0.807], [0.859, -0.334, -1.086], [1.015, 0.489, 0.558], [1.141, -1.852, 0.689], [-0.297, -2.121, -0.240], [-0.420, -0.729, 2.492], [-0.912, -2.324, 2.077], [-2.803, -2.775, 0.965], [-4.094, -1.610, 0.440], [-2.754, -1.967, -0.490], [-2.221, 0.340, 3.166], [-3.914, 0.154, 2.673], [-3.225, -1.128, 3.398], [-0.693, 0.326, -2.732], [-2.270, 0.561, -2.350], [-1.466, -1.060, -1.921], [-3.224, 1.685, 1.032], [-1.227, -6.583, 2.574], [0.301, -6.384, 2.221], [0.471, -5.111, 1.309], [1.859, -4.776, 0.917], [2.681, -4.624, 2.261], [2.635, -5.905, 3.138], [1.223, -6.292, 3.461], [1.064, -7.272, 4.434], [3.512, -7.046, 2.688], [3.292, -5.377, 4.424], [0.632, -7.535, 1.251], [-1.837, -6.572, 1.670], [-1.670, -5.865, 3.263], [-1.415, -7.502, 3.128], [-0.207, -5.181, 0.459], [0.080, -4.301, 1.924], [1.863, -3.833, 0.370], [2.303, -5.541, 0.279], [2.304, -3.807, 2.876], [3.713, -4.283, 2.175], [3.371, -7.931, 3.309], [3.636, -7.339, 1.645], [4.569, -6.871, 2.886], [2.836, -4.514, 4.909], [3.330, -6.136, 5.206], [4.278, -4.960, 4.220], [-0.306, -7.828, 0.779], [1.014, -8.384, 1.819], [1.425, -7.366, 0.522], [0.600, -6.790, 5.122], [-2.836, 5.396, -7.803], [-3.372, 5.014, -6.427], [-3.682, 3.472, -6.506], [-2.465, 2.611, -6.520], [-1.689, 3.010, -5.151], [-1.243, 4.462, -5.091], [-2.410, 5.244, -5.285], [-2.089, 6.568, -5.186], [-0.752, 4.768, -3.682], [-0.066, 4.739, -6.055], [-4.746, 5.709, -5.965], [-2.515, 4.548, -8.408], [-2.009, 6.105, -7.760], [-3.631, 5.938, -8.316], [-4.339, 3.139, -5.703], [-4.303, 3.304, -7.386], [-1.775, 2.573, -7.363], [-2.896, 1.627, -6.337], [-0.775, 2.433, -5.293], [-2.300, 2.741, -4.290], [-0.275, 5.744, -3.591], [-1.585, 4.821, -2.981], [-0.083, 4.025, -3.247], [0.785, 4.111, -5.793], [-0.416, 4.529, -7.066], [0.202, 5.796, -6.059], [-4.903, 6.601, -6.572], [-4.823, 5.959, -4.907], [-5.651, 5.108, -6.052], [-2.573, 6.834, -4.401]],
  "forces_ev_per_angstrom": [[1.7, 1.3, -1.7], [-2.8, -0.6, -1.2], [1.2, 0.2, 0.6], [-2.3, -0.7, 1.3], [-0.3, -0.6, 0.5], [-0.2, 0.4, 0.2], [0.9, -0.1, 1.3], [0.6, 0.0, -1.0], [0.1, -0.3, -0.1], [1.0, 0.6, 0.2], [0.2, -3.2, 0.5], [1.8, 0.6, 0.0], [-2.1, 1.8, -0.1], [-0.7, 0.5, -0.7], [0.3, -0.1, 0.4], [-0.7, 0.4, -0.1], [-0.2, 0.5, 0.1], [0.9, -0.6, -0.3], [0.3, -0.2, 0.0], [0.3, 0.2, 0.3], [-1.2, 1.5, 2.3], [0.2, 0.8, 0.0], [-0.7, -1.3, -1.3], [0.6, -1.3, 0.0], [-0.4, -0.1, 0.2], [0.1, -0.4, -1.4], [0.2, 0.5, -0.1], [0.3, 0.0, -0.1], [0.5, -0.2, 0.7], [-0.2, 0.4, -0.5], [0.9, 0.8, 0.5], [-0.4, -1.1, -0.4], [0.5, 0.3, -0.3], [-1.0, -0.7, 0.1], [0.1, -0.2, 0.6], [0.0, 0.5, -0.6], [-0.5, 0.3, -0.2], [0.0, 0.0, 0.2], [0.1, -0.4, -0.2], [0.1, 0.4, 0.2], [-0.3, -0.8, 2.7], [-0.7, 0.0, -0.2], [0.5, 0.4, -0.4], [0.5, 1.0, -0.4], [-0.3, 0.0, 0.1], [0.3, 0.1, -0.4], [0.5, -0.7, 0.0], [-0.2, -0.1, -0.4], [-0.1, -0.2, 0.0], [-0.2, 0.2, -1.1], [-0.1, -0.9, 0.9], [1.3, -2.2, 0.2], [0.6, -1.3, -4.4], [-2.0, 4.5, 4.8], [0.7, 0.0, 0.0], [-0.2, 0.0, -1.3], [0.2, -0.2, -0.3], [-0.2, 0.2, -0.1], [-1.8, -0.3, 2.5], [-0.2, 0.6, 0.7], [0.4, 1.7, -0.3], [1.0, -2.9, -2.3], [0.2, 0.2, -0.3], [-0.1, 0.7, 0.3], [0.0, -0.4, 0.0], [0.0, 0.3, -0.1], [-1.1, 0.8, -1.2], [-3.9, 3.1, -2.1], [5.3, 1.3, 2.8], [-1.0, -5.5, 0.4], [0.4, -0.2, 0.1], [0.4, 0.7, 0.6], [0.5, 0.0, -0.4], [-0.6, -0.1, 0.1], [-1.2, -0.4, -0.5], [1.4, -1.0, 0.4], [0.8, -1.1, 0.1], [-0.8, 1.7, 0.0], [0.4, -0.5, 0.2], [-0.3, 0.1, -0.3], [-0.4, 0.2, -0.6], [0.0, 0.9, 0.7], [-0.3, -1.0, 0.3], [-0.1, 2.4, -0.3], [-1.0, 0.5, 0.8], [0.6, 0.2, -0.5], [-0.2, 0.9, 0.0], [2.1, -1.0, -1.6], [-2.7, -3.6, -2.3], [0.7, 1.3, 2.0], [-0.2, 0.7, 0.4], [0.4, 0.5, 0.4], [0.7, -0.8, 2.1], [0.3, 0.4, 0.2], [0.0, -0.1, -0.3], [-0.4, 0.4, -0.1], [0.2, 0.0, -0.6], [0.0, -0.3, 0.1], [-0.2, -0.1, 0.0], [0.1, 0.5, -0.2], [0.4, -0.4, 0.6], [0.5, -0.5, 0.5], [-0.4, 0.3, 0.2], [0.2, -0.3, 0.4], [-0.2, -0.5, -0.2], [-0.7, 0.3, 0.0], [0.0, 0.5, -0.6], [0.0, -0.2, 0.2], [-0.3, 0.1, -1.1], [-0.2, -0.2, -0.8], [0.6, 0.1, 0.4], [0.2, 0.0, 0.0], [3.2, -0.1, 0.6], [-2.3, 1.2, -0.8], [-0.2, 0.5, 1.1], [1.0, -1.5, -0.5], [-1.5, 0.0, 0.9], [-1.9, -0.6, -0.3], [-0.4, 3.6, -1.7], [0.5, -0.7, -0.4], [1.8, -0.4, 0.8], [0.4, -0.2, -0.5], [0.3, 0.3, 0.1], [-0.6, -0.3, 0.0], [0.4, 0.1, 0.2], [-0.6, 0.0, -0.2], [-0.7, -0.3, -0.5], [0.7, -0.6, 0.2], [0.7, 0.4, -0.5], [0.1, 0.3, 0.6], [0.6, -0.9, -0.2], [-0.4, -0.1, 0.5], [0.1, 0.1, -0.4], [-0.6, 0.4, 0.0], [-0.2, 0.0, 0.0], [-0.1, 0.2, -0.1], [0.0, 0.2, 0.2], [-0.1, 0.0, 0.3], [-0.2, -0.3, -0.6], [0.4, -0.4, 0.3], [0.3, 0.1, 0.1], [0.2, -0.8, 0.2], [-2.3, -0.3, -2.0], [1.7, 0.5, 1.0], [1.2, -1.6, 1.7], [-2.0, -0.9, -2.2], [1.1, 0.0, 0.7], [-1.1, -1.0, -0.3], [4.6, 1.2, -2.4], [-1.9, -1.3, 0.5], [-0.3, 1.7, 0.7], [0.3, -0.1, 1.4], [-0.5, 1.0, 0.2], [0.4, 0.2, 0.4], [-0.3, -0.2, 0.5], [0.8, -0.2, 0.0], [-0.2, -0.3, -0.2], [-0.7, 0.2, 0.4], [-0.1, 0.5, 0.3], [-0.2, -0.3, -0.1], [-0.4, 0.1, 0.3], [-0.5, 0.7, 0.8], [-0.3, 0.0, -0.1], [0.5, 0.5, -0.1], [-0.2, -0.4, -0.7], [0.6, -0.1, -0.2], [-0.1, -0.9, -0.4], [0.6, 0.4, -0.1], [0.1, 0.4, 0.0], [-0.2, 0.3, -0.3], [-0.1, -0.1, -0.1], [-0.5, -0.1, 0.2], [0.2, 0.5, 0.0], [0.0, -1.1, 0.4], [-1.0, -1.5, -0.7], [-1.8, 0.1, 1.4], [0.8, -0.1, -0.5], [-0.1, -1.3, 1.0], [2.0, -0.3, 0.7], [-1.3, 0.7, -0.6], [0.0, -0.2, -0.9], [0.7, 0.3, -1.2], [0.5, 1.7, 0.6], [0.1, 0.0, -0.1], [0.4, -0.1, 0.0], [-0.5, -0.5, -0.5], [0.7, 1.0, -0.1], [0.0, 0.6, -0.3], [-0.1, 0.1, 0.4], [0.0, 0.0, -0.4], [0.3, 0.2, -0.1], [-0.5, -0.1, 0.1], [-0.6, 0.0, 0.6], [0.1, 0.0, 0.7], [0.6, 0.5, -0.2], [-0.2, 0.0, 0.4], [0.1, 0.4, -0.9], [0.8, -0.7, -0.4], [0.6, -0.3, 0.1], [-0.6, -0.6, 0.4], [-0.3, 0.2, -0.1], [-0.6, 0.4, 0.1], [0.9, 0.3, 0.9], [0.2, -0.5, -0.7], [-1.4, -0.1, 1.9], [1.7, 0.5, 1.3], [-1.0, -0.6, -1.1], [0.3, 1.0, 1.2], [-0.9, 2.3, -2.7], [0.2, -0.7, -0.8], [1.5, -1.0, -0.3], [0.1, 0.1, 1.1], [0.3, -1.0, 1.0], [0.2, 0.0, 0.0], [0.4, 0.7, -0.2], [0.3, -0.5, -0.4], [0.0, -0.3, -0.1], [-0.1, 0.5, -0.1], [0.1, 0.0, -0.1], [0.1, 0.0, 0.0], [-0.9, -0.1, 0.0], [0.3, -0.6, -0.6], [-0.6, -0.1, -0.2], [-1.1, 0.0, -0.3], [0.1, 0.7, 0.4], [-0.8, -0.1, -0.3], [0.3, -0.1, -0.1], [0.3, -0.6, -0.2], [0.3, -0.1, -0.4], [-0.3, -0.3, 0.1], [-0.3, 0.4, -0.1], [0.0, 0.1, 0.8], [-0.3, 1.2, -0.1], [-0.8, -1.5, 1.7], [-0.5, 1.4, -0.7], [0.2, 0.1, 3.0], [0.4, -1.0, -2.7], [0.9, -0.6, 0.3], [-2.1, -1.3, -0.9], [0.1, 1.9, -0.1], [0.0, 0.2, 1.1], [-0.9, 0.0, -0.4], [0.7, 0.2, -0.8], [-0.1, 0.0, 0.1], [0.0, 0.0, 0.2], [0.0, -0.2, -0.4], [0.2, 0.3, 0.4], [0.0, 0.2, -0.3], [-0.3, 0.3, -0.1], [0.6, -0.5, -0.3], [0.1, -0.4, 1.0], [0.2, -0.1, 0.0], [0.2, 0.0, -0.3], [-0.3, -0.2, -0.1], [0.2, -0.2, -0.4], [0.0, 0.1, -0.1], [0.4, -0.3, -0.1], [0.1, 0.0, 0.3], [-0.1, 0.2, 0.2], [0.8, 0.2, 0.0], [0.3, -0.5, -0.7], [0.0, 0.4, 0.1]],
  "mulliken_charge": [0.019, -0.382, -0.573, 0.043, 0.610, -0.488, 0.473, 0.168, 0.348, 0.136, 0.946, -0.542, -0.625, -0.204, -0.530, 0.078, 0.361, 0.245, 0.336, -0.041, -0.763, 0.094, -0.334, -0.617, 0.352, 0.350, 0.443, -0.165, 0.325, 0.318, 0.043, 0.215, -0.558, -0.632, -0.288, 0.577, 0.244, -0.385, 0.338, 0.389, 0.669, -0.716, -0.569, -0.312, 0.192, -0.510, 0.346, 0.348, 0.325, 0.264, -0.073, -0.780, 1.037, -0.173, -0.252, -0.693, 0.254, 0.260, 0.373, -0.958, 0.353, 0.343, 0.234, -0.620, -0.061, 0.180, 0.986, -0.802, -0.084, -0.220, -0.336, -0.045, 0.304, 0.160, -0.022, -0.708, 2.350, -0.099, -0.440, -1.329, 0.244, -0.019, -1.856, 2.212, -1.335, -0.642, -1.377, 1.962, -0.094, -0.033, -1.725, -2.015, -1.642, 0.434, 0.497, 0.119, 0.401, 0.368, 0.406, 0.296, 0.366, 0.463, 0.712, 0.081, 0.218, 0.427, 0.424, 0.405, 0.232, 0.659, -0.083, 0.283, -1.764, 1.695, -0.129, -1.097, -1.083, 1.410, 0.225, 0.125, -1.702, -1.413, -1.677, 0.311, 0.457, 0.327, -0.786, 0.583, 0.312, 0.433, 0.574, 0.111, 0.345, 0.266, -0.021, 0.428, 0.233, 0.337, 0.220, 0.517, 0.340, 0.231, -2.556, 2.083, -1.454, -0.366, -1.388, 1.718, -0.138, -0.036, -1.537, -1.869, 0.166, 0.641, 0.383, 0.461, 0.413, 0.399, 0.510, 0.071, 0.307, 0.502, 0.262, 0.529, 0.212, 0.395, 0.330, 0.438, -0.315, 0.141, -0.495, 0.319, -1.067, 2.705, 0.307, 0.320, -0.104, 1.885, 1.689, -0.465, -0.938, -0.798, -1.872, 0.154, -0.970, 0.470, -0.728, 0.058, -0.251, 0.175, -1.164, -0.080, -0.242, -0.130, 0.018, 0.203, 0.185, -0.256, 0.449, 0.064, 0.143, 0.171, -1.889, 2.299, -0.725, -0.113, -1.253, 2.019, 1.487, -0.725, -2.053, -2.109, -2.006, 0.510, -0.345, 0.568, 0.870, -0.795, 0.093, 0.138, -0.575, 0.983, 0.443, 0.255, 0.519, 0.212, 0.407, 0.548, 0.515, 0.407, 0.204, 0.254, -1.745, 1.727, -1.508, -0.764, -1.088, 2.073, 0.323, -0.505, -2.620, -1.902, -1.713, 0.310, 0.338, 0.470, 0.369, 0.419, 0.465, 0.417, 0.428, 0.368, 0.568, 0.585, 0.353, 0.433, 0.451, 0.353, 0.378, 0.345, 0.411, 0.360]
}